<a>
C4H11N2O2 | wB97M-V/def2-TZVPD

Geometry as ORCA input:
```
! wB97M-V def2-TZVPD RIJCOSX def2/J DEFGRID3
* xyz 1 1
C -1.988 -0.612 1.659
N -1.416 0.656 1.255
C -0.607 0.862 0.219
O -0.283 1.967 -0.186
C 0.072 -0.314 -0.512
N 0.475 0.227 -1.845
C 1.324 -0.749 0.206
O 1.973 -1.619 -0.726
H -1.498 -1.445 1.158
H -3.050 -0.673 1.414
H -1.875 -0.805 2.726
H -1.882 1.467 1.643
H -0.592 -1.139 -0.694
H -0.291 0.760 -2.259
H 0.831 -0.549 -2.407
H 1.259 0.871 -1.725
H 1.948 0.109 0.430
H 1.028 -1.292 1.091
H 2.757 -2.037 -0.344
*
```

Output
Highest occupied orbital energy ... -0.5169 Ha
Orbital gap ... 10.9 eV
SMILES ... CNC(=O)[C@@H]([NH3+])CO

***

<b>
C4H11N2O2 | wB97M-V/def2-TZVPD

Geometry as ORCA input:
```
! wB97M-V def2-TZVPD RIJCOSX def2/J DEFGRID3
* xyz 1 1
C 0.013 -0.247 -0.051
C -2.102 -1.308 -0.302
C -1.974 0.983 0.382
C 3.704 -0.123 -0.094
N -1.262 -0.125 -0.196
N 0.866 0.846 0.002
O 4.004 -1.312 0.201
O 4.800 0.606 -0.418
H -1.336 -2.076 -0.512
H -2.769 -1.549 0.557
H -2.811 -1.197 -1.259
H -2.917 0.949 0.035
H -2.027 0.676 1.505
H -1.637 1.968 0.208
H 0.482 -1.283 -0.363
H 1.855 0.524 -0.068
H 0.782 1.653 0.548
H 5.067 -1.463 0.232
H 4.507 1.465 -0.538
*
```

Output
Highest occupied orbital energy ... -0.4939 Ha
Orbital gap ... 9.9 eV

***

Referenced to the most stable arrangement, the calculated values in kcal/mol are <a> 0.0; <b> 62.4.

***

<a>
C4H16NO3 | wB97M-V/def2-TZVPD

Geometry as ORCA input:
```
! wB97M-V def2-TZVPD RIJCOSX def2/J DEFGRID3
* xyz 1 1
C -1.583 -1.140 0.691
C -0.569 -0.284 -0.004
C -0.880 -0.188 -1.504
C -0.261 0.948 -2.315
O 0.346 1.904 -1.442
N 0.845 -0.904 0.113
H -1.275 -1.620 1.614
H -2.038 -2.006 0.185
H -2.509 -0.575 0.799
H -0.508 0.702 0.421
H -0.700 -1.159 -1.980
H -1.966 -0.159 -1.606
H 0.537 0.559 -2.947
H -0.982 1.396 -2.988
H 0.606 2.659 -1.986
H 1.512 -0.114 0.176
H 0.769 -1.404 1.002
H 1.069 -1.496 -0.654
H -0.254 -1.358 3.430
H 0.630 -0.262 3.755
O 0.217 -0.637 2.959
H 2.237 2.100 0.086
H 2.340 1.705 1.541
O 2.415 1.335 0.654
*
```

Output
Highest occupied orbital energy ... -0.5175 Ha
Orbital gap ... 11.3 eV

***

<b>
C4H16NO3 | wB97M-V/def2-TZVPD

Geometry as ORCA input:
```
! wB97M-V def2-TZVPD RIJCOSX def2/J DEFGRID3
* xyz 1 1
C 0.120 0.596 1.731
C -0.685 0.568 0.439
C 0.135 0.794 -0.847
C 0.866 -0.474 -1.286
O 0.062 -1.640 -1.287
N 0.827 1.901 1.956
H 0.792 -0.289 1.747
H -0.563 0.400 2.559
H -1.051 -0.448 0.422
H -1.578 1.192 0.451
H 0.964 1.480 -0.604
H -0.441 1.363 -1.568
H 1.131 -0.328 -2.340
H 1.797 -0.622 -0.762
H -0.805 -1.450 -1.693
H 0.184 2.608 2.305
H 1.331 2.179 1.135
H 1.550 1.792 2.674
H -3.050 -1.344 -2.178
H -2.343 -0.771 -3.337
O -2.295 -0.770 -2.370
H 0.375 -2.204 0.477
H 1.777 -2.442 1.092
O 0.901 -2.090 1.283
*
```

Output
Highest occupied orbital energy ... -0.4951 Ha
Orbital gap ... 10.1 eV

***

<c>
C4H16NO3 | wB97M-V/def2-TZVPD

Geometry as ORCA input:
```
! wB97M-V def2-TZVPD RIJCOSX def2/J DEFGRID3
* xyz 1 1
C 1.386 -0.532 0.848
C 0.754 0.537 -0.015
C 0.028 0.002 -1.248
C -1.370 -0.548 -0.923
O -2.069 0.240 0.052
N 2.842 -0.815 0.309
H 0.973 -1.526 0.994
H 1.629 -0.127 1.831
H 0.028 1.015 0.632
H 1.528 1.220 -0.356
H 0.555 -0.714 -1.882
H -0.182 0.857 -1.889
H -1.987 -0.546 -1.820
H -1.325 -1.544 -0.506
H -1.989 1.180 -0.200
H 3.128 0.092 -0.040
H 2.698 -1.333 -0.559
H 3.486 -1.260 0.957
H -1.363 3.585 -0.059
H -2.300 3.133 -1.277
O -1.613 2.872 -0.655
H -1.521 -1.271 1.527
H -2.058 -2.394 2.372
O -1.259 -2.121 1.907
*
```

Output
Highest occupied orbital energy ... -0.4933 Ha
Orbital gap ... 10.0 eV

***

Referenced to the most stable arrangement, the calculated values in kcal/mol are <a> 0.0; <b> 9.6; <c> 11.4.

***

<a>
C4H9N2S | wB97M-V/def2-TZVPD

Geometry as ORCA input:
```
! wB97M-V def2-TZVPD RIJCOSX def2/J DEFGRID3
* xyz 1 1
C 0.744 1.179 -0.170
C 1.188 -1.399 0.152
C 0.115 -0.684 -0.583
C -1.308 -0.787 0.040
N 2.031 1.042 0.027
N -0.034 2.238 0.033
S 2.785 -0.491 -0.011
H 0.743 -1.331 1.263
H 1.309 -2.409 -0.176
H 0.259 -0.705 -1.718
H -1.232 -0.508 1.066
H -1.536 -1.809 0.054
H -2.152 -0.201 -0.410
H 2.808 1.737 -0.108
H -1.015 2.064 -0.143
H 0.451 3.098 0.458
*
```

Output
Highest occupied orbital energy ... -0.4794 Ha
Orbital gap ... 9.7 eV

***

<b>
C4H9N2S | wB97M-V/def2-TZVPD

Geometry as ORCA input:
```
! wB97M-V def2-TZVPD RIJCOSX def2/J DEFGRID3
* xyz 1 1
C -1.626 0.146 0.859
C -0.710 -1.707 -0.053
C 0.360 -0.669 0.308
C 2.586 0.510 0.773
N -1.891 -1.013 0.368
N -0.311 0.405 0.945
S 2.014 -0.842 0.001
H -2.298 0.770 1.469
H -0.797 -2.095 -1.111
H -0.509 -2.696 0.319
H -0.341 0.235 -2.124
H 0.023 0.487 -2.915
H 3.699 0.586 0.947
H 1.844 1.260 0.994
H -2.883 -1.343 0.225
H 0.068 1.123 1.575
*
```

Output
Highest occupied orbital energy (spin up / spin down) ... -0.4167 / -0.4253 Ha
Orbital gap (spin up / spin down) ... 7.0 / 7.1 eV

***

Referenced to the most stable arrangement, the calculated values in kcal/mol are <a> 0.0; <b> 54.2.

***

<a>
C4H4 | wB97M-V/def2-TZVPD

Geometry as ORCA input:
```
! wB97M-V def2-TZVPD RIJCOSX def2/J DEFGRID3
* xyz 0 1
C -1.485 -0.343 -0.119
C -1.072 0.894 0.298
C 0.357 0.941 -0.275
C -0.118 -0.464 -0.291
H -2.375 -0.880 0.180
H 0.598 1.456 -1.261
H 1.188 1.188 0.569
H 0.770 -2.056 0.604
*
```

Output
Highest occupied orbital energy (spin up / spin down) ... -0.2934 / -0.3057 Ha
Orbital gap (spin up / spin down) ... 8.0 / 8.3 eV

***

<b>
C4H4 | wB97M-V/def2-TZVPD

Geometry as ORCA input:
```
! wB97M-V def2-TZVPD RIJCOSX def2/J DEFGRID3
* xyz 0 1
C 1.008 0.528 -0.494
C 0.772 -0.782 -0.214
C -0.731 -0.650 -0.030
C -0.156 0.664 0.297
H 1.846 1.147 -0.731
H -1.290 -0.750 -0.947
H -1.222 -1.295 0.850
H -0.226 1.137 1.270
*
```

Output
Highest occupied orbital energy ... -0.3106 Ha
Orbital gap ... 9.4 eV
SMILES ... C1=C2C[C@H]12

***

Referenced to the most stable arrangement, the calculated values in kcal/mol are <a> 85.4; <b> 0.0.

***

<a>
C2H4N4O2 | wB97M-V/def2-TZVPD

Geometry as ORCA input:
```
! wB97M-V def2-TZVPD RIJCOSX def2/J DEFGRID3
* xyz 0 1
H 0.946 2.804 -0.602
N 0.078 2.616 -0.145
C 0.121 1.319 0.031
N 1.036 0.515 -0.824
N 0.614 -0.753 -0.060
N 0.613 -1.850 -0.821
C -0.637 -0.577 0.486
O -1.392 -1.557 0.619
O -0.709 0.642 0.900
H 2.058 1.002 -0.700
H 0.961 -2.546 -0.032
H -0.446 -2.091 -0.976
*
```

Output
Highest occupied orbital energy ... -0.3625 Ha
Orbital gap ... 10.1 eV
SMILES ... [H]/N=c1\[nH]n(N)c(=O)o1

***

<b>
C2H4N4O2 | wB97M-V/def2-TZVPD

Geometry as ORCA input:
```
! wB97M-V def2-TZVPD RIJCOSX def2/J DEFGRID3
* xyz 0 1
C 1.575 0.307 -0.403
C -0.547 0.110 0.261
N 0.984 1.579 -0.157
N -0.185 1.451 0.168
N 0.484 -0.640 -0.240
N -1.940 -0.402 0.104
O -2.891 0.279 0.351
O -1.917 -1.545 -0.354
H 2.031 0.263 -1.493
H 2.472 0.075 0.373
H -0.200 -0.035 2.210
H 0.135 -1.441 -0.821
*
```

Output
Highest occupied orbital energy (spin up / spin down) ... -0.3272 / -0.3593 Ha
Orbital gap (spin up / spin down) ... 7.6 / 8.1 eV

***

Referenced to the most stable arrangement, the calculated values in kcal/mol are <a> 0.0; <b> 95.7.

***

<a>
C2H4N4O2 | wB97M-V/def2-TZVPD

Geometry as ORCA input:
```
! wB97M-V def2-TZVPD RIJCOSX def2/J DEFGRID3
* xyz 0 1
C 1.491 0.362 -0.405
N 0.700 0.049 0.798
N -0.653 -0.011 0.491
C -1.287 1.234 0.035
N -1.908 2.130 -0.308
N -1.255 -1.147 0.118
O -2.332 -0.946 -0.364
O -0.703 -2.178 0.395
H 0.800 0.180 -1.241
H 1.894 1.347 -0.294
H 2.541 -0.102 -0.447
H 0.713 -0.917 1.222
*
```

Output
Highest occupied orbital energy ... -0.3808 Ha
Orbital gap ... 10.3 eV
SMILES ... CNN(C#N)[N+](=O)[O-]

***

<b>
C2H4N4O2 | wB97M-V/def2-TZVPD

Geometry as ORCA input:
```
! wB97M-V def2-TZVPD RIJCOSX def2/J DEFGRID3
* xyz 0 1
C 1.481 0.196 -0.310
C -0.605 0.946 -0.154
H -1.960 -0.649 1.283
H -2.733 -0.349 -0.316
H 0.790 -1.877 -0.805
H 3.003 0.970 0.907
N -1.761 -1.040 0.297
N -0.775 -0.401 -0.438
N 0.546 -0.914 -0.333
N 0.760 1.212 -0.178
O 2.798 0.138 0.151
O -1.543 1.768 -0.105
*
```

Output
Highest occupied orbital energy ... -0.3427 Ha
Orbital gap ... 8.9 eV

***

<c>
C2H4N4O2 | wB97M-V/def2-TZVPD

Geometry as ORCA input:
```
! wB97M-V def2-TZVPD RIJCOSX def2/J DEFGRID3
* xyz 0 1
C 1.310 0.085 0.100
C -0.822 0.784 -0.129
H -1.849 -1.352 1.406
H -2.643 -1.422 -0.309
H 0.851 -1.476 -1.162
H 3.113 -0.756 0.694
N -1.729 -1.448 0.191
N -0.808 -0.580 -0.206
N 0.597 -1.026 -0.114
N 0.573 1.197 0.311
O 2.632 0.041 -0.098
O -1.735 1.559 -0.118
*
```

Output
Highest occupied orbital energy ... -0.3488 Ha
Orbital gap ... 9.2 eV

***

Referenced to the most stable arrangement, the calculated values in kcal/mol are <a> 53.8; <b> 9.7; <c> 0.0.